# 1
The following is a quantum chemistry calculation of a molecular structure, C26H33CrO5 in a non-equilibrium geometry, from the Open Molecules 2025 dataset.

Output
- ⟨S²⟩ = 3.880
- energy above the lowest of the compared OMol25 structures with the same formula, charge and spin (kJ/mol) = 59.53
- Kohn-Sham gap (spin up / spin down) (eV) = 6.88 / 7.54
- spin multiplicity = 4
- HOMO (spin up / spin down) (eV) = -7.7622 / -7.7603
- net charge = 0

Last column: Mulliken spin population.
Positions of all 65 atoms, in Å:
Cr 0.668 0.441 1.152  3.2361
O 1.846 -1.474 2.719  0.0356
O 0.873 -0.272 6.250  0.0001
O 0.822 -1.030 -3.800  0.0041
O -2.184 1.034 -3.021  0.0009
O 2.762 -0.272 4.419  0.0020
C 1.526 -2.244 -4.144  -0.0006
C 2.344 1.442 2.101  -0.0556
C 2.718 0.969 0.789  0.0089
C -0.925 -1.177 2.279  -0.0181
C -0.949 -0.082 3.181  -0.0807
C -0.866 2.725 -3.215  0.0041
C 0.978 2.525 0.555  -0.1462
C 0.109 -3.799 6.790  -0.0002
C 0.302 -2.460 7.101  0.0005
C 0.253 -0.539 -5.059  -0.0004
C 1.894 1.668 -0.178  0.0441
C -1.511 0.745 1.086  -0.1170
C -1.314 1.097 2.475  0.0234
C 0.911 -1.623 6.145  0.0021
C 0.685 -1.410 -6.245  0.0000
C 1.445 -2.148 4.950  -0.0101
C 1.596 -2.489 -5.656  0.0001
C 0.594 -4.325 5.582  0.0003
C -3.306 2.883 -4.234  -0.0005
C 1.276 -3.508 4.677  0.0027
C 2.085 -1.204 3.943  0.0119
C -2.986 3.044 -1.788  0.0004
C -0.781 1.265 -2.728  -0.1330
C -1.191 -0.690 0.944  0.0981
C -2.401 2.486 -3.086  -0.0037
C 1.266 2.386 1.961  -0.0637
H -2.967 2.512 -5.209  0.0000
H -4.314 2.507 -4.011  0.0000
H -3.981 2.601 -1.623  0.0002
H 1.680 -3.894 3.734  0.0014
H 0.273 3.245 0.115  0.0027
H 0.596 0.498 -5.224  -0.0001
H -1.513 2.052 2.960  0.0041
H -0.551 2.817 -4.269  0.0007
H 0.440 -5.375 5.340  0.0000
H -3.111 4.131 -1.909  0.0001
H 2.537 -2.204 -3.728  -0.0001
H 3.520 0.256 0.578  0.0118
H -0.389 3.471 -2.575  -0.0006
H -1.956 1.371 0.318  -0.0245
H 0.336 -0.022 7.019  0.0000
H -0.847 -0.494 -4.965  0.0000
H -0.882 -2.223 2.582  0.0013
H -0.414 -4.447 7.488  0.0000
H 1.203 -3.485 -5.881  0.0000
H -0.075 0.707 -3.341  -0.0200
H -3.388 3.980 -4.258  0.0002
H -1.175 -1.278 0.027  0.0562
H 2.776 1.123 3.046  0.0033
H 1.223 -0.808 -6.979  0.0000
H 0.795 2.904 2.800  0.0100
H 2.615 -2.362 -6.036  0.0000
H -0.852 -0.157 4.259  -0.0029
H 2.019 1.642 -1.263  0.0089
H -0.563 1.062 -1.672  0.1001
H -0.033 -2.038 8.049  0.0000
H -2.360 2.875 -0.911  0.0021
H 1.008 -3.079 -3.670  -0.0003
H -0.184 -1.853 -6.733  0.0000

# 2
The following is a quantum chemistry calculation of a molecular structure, C3H12BF4O5P2Rb4 in a non-equilibrium geometry, from the Open Molecules 2025 dataset.

Output
- energy above the lowest of the compared OMol25 structures with the same formula, charge and spin (kJ/mol) = 0.00
- Kohn-Sham gap (eV) = 8.49
- HOMO (eV) = -12.1946
- net charge = +1

Last column: Löwdin charge in e.
Positions of all 31 atoms, in Å:
Rb 6.236 9.186 27.928  1.0064
Rb 9.899 11.241 30.880  1.0218
Rb 10.300 7.514 28.543  1.0150
Rb 9.407 12.581 25.960  0.9908
P 6.296 12.991 29.591  0.1458
P 10.627 9.144 24.890  0.1822
F 6.528 13.834 28.266  -0.1468
F 11.604 8.916 23.695  -0.0872
F 11.388 10.386 25.543  -0.1970
F 5.520 14.056 30.436  -0.1048
O 5.392 11.880 29.233  -0.3569
O 9.343 9.683 24.377  -0.3141
O 6.782 9.213 25.169  -0.1956
O 7.633 12.845 30.228  -0.4375
O 10.754 7.990 25.812  -0.4077
C 6.881 7.423 23.510  -0.0353
C 4.773 7.991 24.769  -0.0615
C 6.052 8.526 24.154  -0.4916
B 9.056 10.273 28.118  -0.7857
H 7.684 9.376 24.820  0.0216
H 7.158 6.694 24.278  0.0887
H 8.534 9.998 27.125  -0.0889
H 4.214 8.786 25.264  0.0791
H 6.301 6.917 22.739  0.0886
H 10.207 10.071 28.063  -0.0766
H 4.133 7.568 23.994  0.0904
H 4.991 7.167 25.459  0.0800
H 7.790 7.819 23.061  0.0771
H 5.757 9.237 23.370  0.1449
H 8.584 9.667 28.973  -0.1364
H 8.888 11.389 28.345  -0.1088

# 3
The following is a quantum chemistry calculation of a single F2HO2P molecule in a non-equilibrium geometry, from the Open Molecules 2025 dataset.

Output
- energy above the lowest of the compared OMol25 structures with the same formula, charge and spin (kJ/mol) = 422.53
- Kohn-Sham gap (eV) = 11.42
- HOMO (eV) = -11.3124
- net charge = 0
- SMILES = FOPOF

Last column: Löwdin charge in e.
Positions of all 6 atoms, in Å:
P -0.150 -0.648 0.547  0.9501
F 2.200 -0.286 -0.464  -0.1142
F -0.725 1.965 0.952  -0.1245
O 0.844 -0.598 -0.762  -0.3826
O -0.986 0.834 0.169  -0.3819
H -1.182 -1.267 -0.441  0.0532

# 4
The following is a quantum chemistry calculation of a gas-phase ion, C6H8NO5P (charge -2) in a non-equilibrium geometry, from the Open Molecules 2025 dataset.

Output
- energy above the lowest of the compared OMol25 structures with the same formula, charge and spin (kJ/mol) = 24.93
- Kohn-Sham gap (eV) = 6.79
- HOMO (eV) = -0.3436
- net charge = -2

Last column: Löwdin charge in e.
Positions of all 21 atoms, in Å:
P -1.225 -1.889 -0.146  0.8346
O 2.536 1.489 -0.277  -0.0547
O -2.425 1.601 -1.347  -0.0156
O 3.583 -0.354 -0.532  -0.0566
O 1.539 -1.884 -0.697  -0.1330
O -2.227 -0.564 -0.936  -0.2134
N -0.823 0.845 0.063  -0.1008
C -1.894 0.632 -0.827  -0.7455
C 2.561 0.310 -0.573  -0.7193
C 0.040 -0.343 0.187  -0.3061
C -1.820 -2.072 1.369  -0.4757
C -0.314 2.179 0.353  -0.0752
C 1.218 -0.530 -0.781  -0.3261
H -0.162 2.259 1.427  0.0675
H -0.915 2.851 -0.215  0.0493
H 0.830 -0.366 -1.732  0.1120
H -1.701 -1.165 2.000  -0.0479
H -2.333 -2.903 1.902  -0.0735
H 2.466 -1.944 -0.416  0.0659
H 0.322 -0.491 1.300  0.1258
H 0.746 2.340 -0.123  0.0881

# 5
The following is a quantum chemistry calculation of a molecular structure, C24H15Cl2MoN4O5S2, from the Open Molecules 2025 dataset.

Output
- ⟨S²⟩ = 3.767
- Kohn-Sham gap (spin up / spin down) (eV) = 6.90 / 7.18
- spin multiplicity = 4
- HOMO (spin up / spin down) (eV) = -7.4762 / -7.9979
- net charge = 0

Last column: Mulliken spin population.
Positions of all 53 atoms, in Å:
Mo 0.154 0.775 0.218  2.9373
Cl 0.129 0.694 2.749  -0.0279
Cl 5.391 0.167 1.444  0.0011
S 2.517 1.246 0.637  -0.0033
S -0.289 3.193 -0.169  -0.0248
O 3.665 0.157 -3.188  0.0007
O 0.408 -3.465 0.528  0.0176
O 0.332 -1.256 0.399  0.0047
O 0.250 0.843 -1.828  0.0262
O 5.651 -0.659 -3.102  0.0000
N -4.653 -3.178 2.114  -0.0033
N 4.508 -0.580 -2.705  -0.0007
N -2.006 0.230 0.052  -0.0713
N 0.522 2.021 -2.427  0.0152
C 1.793 0.177 3.104  0.0046
C 3.301 -3.213 0.340  -0.0015
C 2.783 0.418 2.151  0.0112
C 4.088 -1.498 -1.631  -0.0072
C 0.570 4.362 -2.509  0.0063
C 0.298 3.190 -1.784  0.0092
C 3.267 -0.846 4.654  0.0077
C 5.044 -2.304 -1.043  -0.0023
C -4.671 -0.511 -0.150  0.0179
C 0.936 -2.407 0.256  -0.0227
C 2.365 -2.365 -0.241  0.0174
C 0.989 1.937 -3.691  -0.0014
C -4.179 0.552 -0.884  -0.0084
C 1.042 4.307 -3.793  0.0040
C -2.846 0.895 -0.749  0.0252
C -4.260 -2.308 1.478  0.0009
C -3.799 -1.202 0.684  -0.0017
C 1.986 -0.429 4.327  -0.0004
C -2.467 -0.813 0.750  0.0184
C 4.056 -0.033 2.532  0.0156
C 4.634 -3.168 -0.042  0.0000
C 1.259 3.068 -4.404  0.0022
C 2.761 -1.492 -1.245  0.0215
C 4.299 -0.647 3.749  -0.0017
H 6.071 -2.249 -1.369  0.0000
H 3.458 -1.328 5.602  0.0010
H 0.405 5.303 -2.005  0.0000
H 1.137 0.930 -4.039  0.0002
H 5.358 -3.811 0.438  0.0002
H 5.305 -0.970 3.975  -0.0006
H -2.420 1.733 -1.285  0.0070
H -1.744 -1.358 1.343  0.0114
H 1.153 -0.575 5.000  -0.0009
H -5.709 -0.807 -0.214  0.0009
H -4.813 1.117 -1.551  -0.0002
H 1.645 2.981 -5.407  0.0005
H 2.064 -0.816 -1.713  -0.0061
H 2.967 -3.901 1.106  -0.0003
H 1.256 5.222 -4.328  0.0005